# C8H16N5O2

3 unconnected molecules or ions with the total composition C8H16N5O2 at a distorted geometry (ωB97M-V with the def2-TZVPD basis set, the OMol25 dataset).

Calculated values
**Total charge**: +1
**Energy above the lowest of the compared OMol25 structures with the same formula, charge and spin**: 231.3 kJ/mol
**Orbital gap**: 9.7 eV
**E_LUMO**: -3.60 eV
**Highest occupied orbital energy**: -13.31 eV

Geometry (Å):
O1 2.810889 -0.870161 -0.644975
H1 0.816619 -1.159786 -2.022972
N1 0.099652 -0.312520 -0.243380
H2 -1.421994 0.354551 0.980645
H3 -2.125954 -1.492379 -0.004693
C1 -0.682536 -0.377568 0.953518
N2 3.309445 -0.275244 0.278085
H4 4.424396 1.106134 1.467712
N3 -0.335371 1.859256 -1.098026
H5 0.225738 -0.178385 1.694860
H6 -2.674009 3.526021 0.071070
H7 0.251684 -2.999327 1.396051
H8 -1.392946 3.205928 0.911484
H9 -0.538414 -3.128855 -1.537136
H10 -0.871783 1.992769 -3.087307
C2 0.662143 1.034871 -0.608186
C3 -1.424739 -1.663712 0.925730
H11 -1.186635 -3.740844 0.487712
C4 3.653519 0.506384 1.030279
C5 1.330594 1.788010 0.403286
H12 -2.011456 -1.924748 1.759683
O2 -0.757394 1.332651 -2.381833
C6 -0.536021 -2.915830 0.552569
H13 1.230709 0.852310 -1.536882
H14 -2.729407 3.226798 1.673627
C7 0.378496 -1.276437 -1.047853
H15 -1.090368 2.019240 -0.424328
N4 -2.323660 2.979808 0.772930
N5 1.891312 2.543398 1.038610
H16 0.975455 -3.365661 -0.974084
C8 0.042022 -2.646676 -0.786194

Atoms 1-3, force components in eV/Å:
-0.08 -1.11 -0.23
0.53 1.00 0.06
1.39 0.79 -2.03